Entry 1:
A single C20H19N3O4 molecule. Source: the OMol25 dataset; level of theory: the ωB97M-V functional and the def2-TZVPD basis.

Properties
SMILES = CCOC(=O)c1cnc2c(C(=O)OC)cccc2c1NCc1cccnc1
HOMO energy = -0.3108 Eh
net charge = 0
gap between HOMO and LUMO = 8.3 eV
strongest force on any atom = 0.670 eV/A
total energy = -33709.472 eV
LUMO energy = -0.18 eV

Atoms and positions in Å:
C1 -2.631 -2.880 2.728
C2 -2.402 -1.555 3.443
O1 -1.370 -0.797 2.814
C3 -1.705 -0.103 1.725
O2 -2.843 -0.069 1.289
C4 -0.555 0.581 1.117
C5 0.677 0.646 1.806
N1 1.777 1.120 1.310
C6 1.750 1.659 0.074
C7 2.938 2.230 -0.446
C8 4.169 2.274 0.391
O3 4.230 2.619 1.539
O4 5.244 1.915 -0.333
C9 6.485 1.942 0.357
C10 2.942 2.799 -1.699
C11 1.764 2.881 -2.446
C12 0.600 2.339 -1.966
C13 0.575 1.674 -0.726
C14 -0.606 1.061 -0.198
N2 -1.749 0.992 -0.953
C15 -1.766 0.222 -2.192
C16 -2.030 -1.218 -1.836
C17 -3.312 -1.753 -1.859
C18 -3.511 -3.044 -1.400
C19 -2.417 -3.746 -0.918
N3 -1.193 -3.247 -0.887
C20 -1.008 -2.020 -1.335
H1 -3.355 -3.472 3.282
H2 -1.697 -3.431 2.653
H3 -3.012 -2.702 1.725
H4 -3.324 -0.964 3.452
H5 -2.050 -1.713 4.464
H6 0.739 0.251 2.810
H7 6.444 1.296 1.235
H8 6.717 2.959 0.681
H9 7.233 1.585 -0.347
H10 3.855 3.225 -2.086
H11 1.772 3.388 -3.398
H12 -0.320 2.456 -2.518
H13 -2.545 0.730 -0.368
H14 -0.805 0.314 -2.702
H15 -2.560 0.616 -2.832
H16 -4.141 -1.164 -2.226
H17 -4.494 -3.490 -1.405
H18 -2.520 -4.752 -0.533
H19 0.010 -1.652 -1.286

=====

Entry 2:
A molecular structure, C2H6ClOPbS at a distorted geometry. Source: the OMol25 dataset; level of theory: the ωB97M-V functional and the def2-TZVPD basis.

Properties
HOMO energy = -0.4489 Eh
net charge = +1
gap between HOMO and LUMO = 5.0 eV
strongest force on any atom = 2.731 eV/A
total energy = -32815.698 eV
LUMO energy = -7.20 eV

Atoms and positions in Å:
Pb1 0.214 2.631 2.982
Cl1 2.333 1.738 1.659
C1 0.402 0.451 -1.302
S1 -1.044 0.172 -0.272
O1 -2.252 -0.200 -1.038
C2 -0.512 -1.399 0.465
H1 0.392 1.455 -1.724
H2 0.500 -0.310 -2.074
H3 1.275 0.467 -0.649
H4 -1.077 -1.514 1.390
H5 0.523 -1.288 0.789
H6 -0.754 -2.201 -0.227

=====

Entry 3:
A gas-phase ion, C2H3O2 (charge +1) at a distorted geometry. Source: the OMol25 dataset; level of theory: the ωB97M-V functional and the def2-TZVPD basis.

Properties
HOMO energy = -0.6458 Eh
net charge = +1
gap between HOMO and LUMO = 10.4 eV
strongest force on any atom = 4.751 eV/A
total energy = -6206.914 eV
LUMO energy = -7.16 eV

Atoms and positions in Å:
C1 -0.070 -1.152 0.048
C2 0.184 1.180 -0.034
O1 -0.940 1.479 0.194
O2 0.365 -0.104 0.503
H1 0.078 -2.153 0.554
H2 -0.662 -1.029 -0.863
H3 1.046 1.779 -0.403

=====

Entry 4:
A molecular structure, C23H43N2OP3PbSe at a distorted geometry. Source: the OMol25 dataset; level of theory: the ωB97M-V functional and the def2-TZVPD basis.

Properties
HOMO energy (alpha / beta) = -0.6713 / -0.6712 Eh
net charge = +4
gap between HOMO and LUMO (alpha / beta) = 1.9 / 1.8 eV
strongest force on any atom = 3.474 eV/A
total energy = -127989.422 eV
LUMO energy (alpha / beta) = -16.36 / -16.45 eV

Atoms and positions in Å:
Pb1 0.075 -0.960 0.206
P1 0.393 2.101 1.619
P2 -2.564 0.792 -0.035
P3 2.778 0.100 -0.097
H1 -1.203 -2.520 -6.947
C1 -0.458 -3.326 -6.888
C2 -0.597 -4.262 -5.885
H2 -1.564 -4.432 -5.366
C3 0.394 3.800 0.962
C4 -0.901 2.377 2.870
C5 1.798 2.324 2.751
C6 -3.440 -0.129 -1.338
C7 -3.788 0.683 1.331
C8 -2.909 2.520 -0.569
C9 3.291 -1.057 -1.399
C10 3.973 -0.379 1.238
C11 3.575 1.649 -0.670
H3 0.415 -3.248 -7.525
H4 0.238 -4.839 -5.475
H5 0.486 4.505 1.784
H6 -0.518 3.995 0.387
H7 1.252 3.897 0.286
H8 -0.620 3.207 3.509
H9 -1.017 1.483 3.484
H10 -1.855 2.597 2.396
H11 1.708 3.299 3.223
H12 2.733 2.259 2.191
H13 1.775 1.546 3.517
H14 -4.508 0.122 -1.248
H15 -3.280 -1.207 -1.181
H16 -3.029 0.211 -2.299
H17 -4.668 1.268 1.013
H18 -3.378 1.087 2.271
H19 -4.062 -0.377 1.475
H20 -3.991 2.570 -0.735
H21 -2.364 2.707 -1.504
H22 -2.600 3.229 0.213
H23 4.382 -1.070 -1.503
H24 2.829 -0.715 -2.328
H25 2.940 -2.071 -1.183
H26 4.982 -0.483 0.815
H27 3.671 -1.319 1.727
H28 3.973 0.410 2.007
H29 4.610 1.414 -0.943
H30 3.547 2.404 0.124
H31 3.011 2.008 -1.538
C12 0.120 0.669 -3.883
C13 -0.443 -0.603 -4.136
C14 -0.150 -1.177 -5.334
C15 0.394 -0.549 -6.401
C16 0.823 0.774 -6.185
C17 0.724 1.368 -4.921
Se1 0.076 1.351 -2.124
H32 -0.487 -0.436 -1.580
H33 -1.048 -1.089 -3.367
H34 -0.371 -2.229 -5.360
H35 0.498 -0.992 -7.374
H36 1.221 1.309 -7.021
H37 1.098 2.367 -4.662
N1 -0.276 -2.438 7.706
C18 -1.052 -2.727 6.643
O1 -2.037 -3.441 6.773
C19 -0.681 -2.116 5.306
C20 0.507 -1.456 5.043
C21 0.736 -0.976 3.738
N2 -0.189 -1.069 2.774
C22 -1.390 -1.648 3.060
C23 -1.647 -2.236 4.279
H38 -0.574 -2.783 8.608
H39 0.472 -1.774 7.660
H40 1.196 -1.379 5.891
H41 1.682 -0.501 3.482
H42 -2.101 -1.636 2.223
H43 -2.614 -2.752 4.420

=====

Entry 5:
A molecular structure, C4H6NS at a distorted geometry. Source: the OMol25 dataset; level of theory: the ωB97M-V functional and the def2-TZVPD basis.

Properties
HOMO energy = -0.5105 Eh
net charge = +1
gap between HOMO and LUMO = 8.9 eV
strongest force on any atom = 6.336 eV/A
total energy = -16556.683 eV
LUMO energy = -5.03 eV

Atoms and positions in Å:
C1 -2.230 1.021 0.415
C2 -1.147 1.178 -0.202
C3 0.779 0.736 -0.328
C4 0.597 -0.653 0.278
N1 -1.877 0.009 -0.610
S1 -1.072 -1.400 0.085
H1 -3.182 1.325 0.742
H2 1.431 1.316 0.319
H3 0.662 0.873 -1.434
H4 0.839 -0.619 1.272
H5 1.258 -1.344 -0.218
H6 -0.695 -1.778 -1.254

=====

Entry 6:
A molecular structure, C27H54AlBBeBrCl2F12NNaO17S2 at a distorted geometry. Source: the OMol25 dataset; level of theory: the ωB97M-V functional and the def2-TZVPD basis.

Properties
HOMO energy = -0.1700 Eh
net charge = -1
gap between HOMO and LUMO = 1.3 eV
strongest force on any atom = 7.669 eV/A
total energy = -226621.415 eV
LUMO energy = -3.34 eV

Atoms and positions in Å:
C1 -1.308 -8.266 0.567
C2 -1.750 -7.551 -0.803
C3 -0.583 -6.608 -1.454
C4 -0.997 -5.050 -1.211
C5 -1.362 -4.893 0.330
C6 0.047 -4.000 -1.833
C7 -0.861 -2.859 -2.556
C8 -1.925 -2.176 -1.569
C9 -3.462 -2.645 -1.843
C10 -4.313 -2.845 -0.499
N1 -4.462 -1.573 0.287
O1 0.822 -4.791 -2.793
C11 1.367 -4.020 -3.853
O2 0.553 -4.067 -5.082
B1 0.989 -3.074 -6.021
O3 1.330 -3.490 -7.379
O4 1.079 -1.652 -5.751
C12 1.105 -3.379 -0.814
C13 2.440 -4.304 -0.710
C14 3.292 -4.001 0.602
O5 2.937 -4.428 1.730
Cl1 4.855 -3.057 0.551
O6 1.625 -2.054 -1.221
C15 1.647 -1.156 -0.109
S1 2.633 0.398 -0.518
O7 3.009 1.147 0.758
O8 3.896 -0.102 -1.192
C16 1.770 1.523 -1.743
F1 0.353 1.412 -1.679
F2 2.142 1.202 -3.061
C17 2.151 3.071 -1.480
F3 3.523 3.280 -1.313
F4 1.718 3.899 -2.551
F5 1.387 3.491 -0.316
H1 -0.240 -8.058 0.898
H2 -1.561 -9.382 0.483
H3 -2.016 -7.863 1.389
H4 -1.953 -8.403 -1.557
H5 -2.757 -6.990 -0.730
H6 -0.601 -6.882 -2.574
H7 0.409 -6.883 -0.958
H8 -1.977 -4.929 -1.810
H9 -1.194 -3.868 0.795
H10 -0.685 -5.620 0.922
H11 -2.463 -5.171 0.530
H12 -1.398 -3.413 -3.412
H13 -0.215 -1.998 -2.975
H14 -1.647 -2.227 -0.458
H15 -1.933 -1.045 -1.818
H16 -3.518 -3.597 -2.483
H17 -4.009 -1.836 -2.457
H18 -5.388 -3.131 -0.815
H19 -3.912 -3.648 0.206
H20 -3.558 -1.090 0.361
H21 -5.193 -0.972 -0.107
H22 1.640 -2.941 -3.613
H23 2.360 -4.533 -4.154
H24 0.602 -3.180 -7.956
H25 0.199 -1.225 -5.826
H26 0.750 -3.241 0.258
H27 3.117 -4.032 -1.604
H28 2.216 -5.419 -0.738
H29 0.576 -0.849 0.184
H30 2.140 -1.565 0.837
C18 -4.732 2.805 -1.362
C19 -4.381 1.908 -2.569
C20 -4.753 2.526 -3.911
O9 -5.071 0.666 -2.431
H31 -5.806 2.992 -1.311
H32 -4.453 2.293 -0.426
H33 -4.203 3.794 -1.401
H34 -3.308 1.695 -2.558
H35 -5.830 2.706 -3.974
H36 -4.497 1.843 -4.728
H37 -4.235 3.468 -4.071
H38 -6.020 0.852 -2.442
Cl2 -5.066 4.779 -2.315
Be1 1.634 3.276 1.525
C21 -2.849 1.462 6.027
O10 -1.432 1.586 6.187
C22 -0.719 0.686 5.513
O11 -1.157 -0.184 4.810
O12 0.601 0.924 5.757
C23 1.503 0.025 5.091
H39 -3.322 2.246 6.621
H40 -3.134 1.602 4.982
H41 -3.196 0.494 6.396
H42 1.395 0.109 4.008
H43 1.334 -1.002 5.420
H44 2.519 0.312 5.360
C24 0.122 6.633 -1.036
C25 0.219 8.163 -0.956
C26 1.615 8.602 -1.431
O13 0.084 8.519 0.325
H45 0.874 6.134 -0.411
H46 -0.867 6.283 -0.722
H47 0.276 6.288 -2.066
H48 -0.493 8.552 -1.709
H49 2.418 8.172 -0.820
H50 1.716 9.693 -1.404
H51 1.790 8.284 -2.469
C27 7.993 -1.049 1.914
F6 7.888 -0.058 0.994
F7 6.745 -1.218 2.422
F8 8.264 -2.179 1.213
S2 9.264 -0.686 3.225
O14 8.804 0.547 3.857
O15 10.519 -0.538 2.495
O16 9.231 -1.847 4.108
Na1 -0.921 5.168 0.789
O17 3.601 11.431 -0.609
H52 3.426 11.641 0.339
H53 4.436 10.920 -0.717
H54 3.600 12.243 -1.165
Br1 1.272 2.024 7.423
F9 -4.160 4.766 10.584
Al1 -3.227 4.205 9.186
F10 -4.333 3.572 7.949
F11 -2.114 2.920 9.693
F12 -2.300 5.557 8.511

=====

Entry 7:
A single C5H10O2 molecule at a distorted geometry. Source: the OMol25 dataset; level of theory: the ωB97M-V functional and the def2-TZVPD basis.

Properties
SMILES = CO[C@H]1C[C@H]1CO
HOMO energy = -0.3068 Eh
net charge = 0
gap between HOMO and LUMO = 9.2 eV
strongest force on any atom = 2.228 eV/A
total energy = -9438.013 eV
LUMO energy = 0.88 eV

Atoms and positions in Å:
C1 -0.971 -1.463 -1.385
O1 0.008 -0.918 -0.525
C2 0.062 0.481 -0.670
C3 -0.959 1.168 0.131
C4 0.745 1.194 0.443
C5 1.263 0.250 1.544
O2 2.206 -0.663 1.019
H1 -0.733 -1.233 -2.432
H2 -1.976 -1.072 -1.162
H3 -0.966 -2.544 -1.240
H4 0.231 0.779 -1.703
H5 -1.431 2.042 -0.331
H6 -1.558 0.606 0.829
H7 0.131 2.100 0.728
H8 1.803 0.799 2.323
H9 0.431 -0.288 2.021
H10 1.716 -1.237 0.411

=====

Entry 8:
31 unconnected molecules or ions with the total composition C11H89BNO34PSi at a distorted geometry. Source: the OMol25 dataset; level of theory: the ωB97M-V functional and the def2-TZVPD basis.

Properties
HOMO energy = -0.3265 Eh
net charge = 0
gap between HOMO and LUMO = 8.7 eV
strongest force on any atom = 1.262 eV/A
total energy = -101804.047 eV
LUMO energy = -0.19 eV

Atoms and positions in Å:
C1 -2.231 0.661 4.081
C2 -2.981 0.838 2.778
O1 -2.180 0.343 1.678
P1 -2.726 0.805 0.243
O2 -4.117 0.398 0.001
C3 -1.642 0.080 -1.009
C4 -2.324 -1.089 -1.722
C5 -1.535 -1.471 -3.000
Si1 -0.907 -3.235 -2.920
N1 -0.214 -3.582 -1.312
C6 -2.317 -4.465 -3.181
C7 -1.828 -5.914 -2.951
B1 0.512 -3.652 -4.276
O3 1.202 -4.883 -4.123
C8 0.969 -2.774 -5.477
C9 0.846 -3.614 -6.778
O4 -2.609 2.403 0.204
C10 -1.278 2.926 0.412
C11 -1.215 3.791 1.644
H1 -2.964 0.713 4.874
H2 -1.709 -0.286 4.148
H3 -1.514 1.463 4.221
H4 -3.219 1.890 2.666
H5 -3.908 0.277 2.822
H6 -1.474 0.858 -1.749
H7 -0.711 -0.249 -0.555
H8 -2.427 -1.915 -1.029
H9 -3.297 -0.737 -2.034
H10 -0.703 -0.781 -3.114
H11 -2.188 -1.369 -3.861
H12 -0.725 -4.337 -0.871
H13 0.727 -3.911 -1.504
H14 -2.672 -4.320 -4.184
H15 -3.096 -4.263 -2.449
H16 -2.579 -6.493 -2.453
H17 -1.685 -6.376 -3.923
H18 -0.881 -5.947 -2.429
H19 2.060 -4.670 -3.727
H20 2.032 -2.582 -5.340
H21 0.467 -1.819 -5.575
H22 0.553 -4.640 -6.585
H23 0.127 -3.172 -7.457
H24 1.800 -3.661 -7.285
H25 -0.974 3.505 -0.454
H26 -0.569 2.108 0.510
H27 -1.157 3.222 2.566
H28 -0.289 4.357 1.578
H29 -2.017 4.510 1.710
O5 3.128 -5.769 -7.351
H30 2.680 -5.579 -6.517
H31 2.930 -6.697 -7.518
O6 -2.451 -5.434 -6.223
H32 -1.707 -6.046 -6.243
H33 -3.208 -5.986 -5.998
O7 1.451 -2.120 0.598
H34 1.041 -2.627 -0.123
H35 2.398 -2.198 0.427
O8 -2.066 6.130 3.411
H36 -2.392 6.957 3.043
H37 -1.298 6.394 3.936
O9 -0.161 3.943 5.402
H38 -0.766 4.043 4.658
H39 -0.753 3.900 6.167
O10 -0.642 -4.134 1.637
H40 -0.874 -3.802 2.509
H41 0.159 -3.650 1.388
O11 4.427 -2.663 -4.532
H42 4.911 -1.827 -4.595
H43 4.482 -3.028 -5.420
O12 -2.431 2.740 7.067
H44 -2.533 2.790 8.026
H45 -2.647 1.822 6.846
O13 7.112 -2.761 -3.549
H46 7.736 -3.243 -2.998
H47 6.267 -3.193 -3.375
O14 0.364 7.311 2.984
H48 0.042 6.880 2.184
H49 1.317 7.370 2.855
O15 3.425 6.423 2.849
H50 3.046 6.356 3.735
H51 4.369 6.534 3.009
O16 5.166 -5.498 -4.732
H52 4.897 -5.495 -5.660
H53 4.338 -5.415 -4.249
O17 1.021 4.766 8.319
H54 1.443 5.623 8.180
H55 0.722 4.521 7.437
O18 1.711 7.313 6.741
H56 2.134 8.167 6.608
H57 1.404 7.055 5.863
O19 -3.816 -2.640 -6.752
H58 -3.080 -3.264 -6.765
H59 -4.579 -3.183 -6.530
O20 -3.689 5.132 8.896
H60 -4.084 5.015 8.027
H61 -2.948 5.731 8.746
O21 -5.405 2.344 6.420
H62 -5.755 3.194 6.135
H63 -4.503 2.534 6.711
O22 -6.347 0.607 -1.921
H64 -6.568 1.461 -2.305
H65 -5.530 0.758 -1.420
O23 5.827 -0.298 -6.033
H66 6.668 -0.677 -6.318
H67 5.738 0.504 -6.556
O24 4.172 -1.256 -0.908
H68 4.641 -0.427 -1.067
H69 4.100 -1.661 -1.782
O25 -2.952 7.513 10.327
H70 -2.170 6.972 10.505
H71 -3.667 7.036 10.760
O26 5.917 -4.014 -1.324
H72 6.158 -4.519 -0.540
H73 5.844 -3.106 -1.004
O27 -0.637 6.066 11.541
H74 -0.678 6.007 12.500
H75 0.302 6.053 11.330
O28 4.101 0.430 1.569
H76 3.405 -0.013 2.065
H77 4.345 -0.203 0.885
O29 -1.735 -0.061 7.037
H78 -1.011 -0.641 6.777
H79 -2.407 -0.661 7.381
O30 -3.493 -6.356 -0.340
H80 -3.198 -6.867 0.421
H81 -3.514 -5.448 -0.016
O31 4.225 9.697 2.590
H82 4.043 8.755 2.673
H83 4.914 9.753 1.921
O32 6.424 -1.987 -8.355
H84 5.696 -2.462 -7.941
H85 6.763 -2.594 -9.022
O33 -3.940 2.077 -3.659
H86 -4.287 2.179 -2.766
H87 -4.164 1.167 -3.888
O34 0.262 -6.070 -8.959
H88 -0.596 -6.176 -9.384
H89 0.582 -5.217 -9.271